A molecular structure, C6H13NO2PS, computed with the ωB97M-V functional and the def2-TZVPD basis.

```
24
Properties=species:S:1:pos:R:3:forces:R:3
C 2.5165 0.6388 0.8579 0.496 0.400 -2.103
C 2.3784 0.6524 -0.6991 -0.262 -3.741 0.613
C 1.5498 -0.4108 1.3141 2.285 -1.281 -0.223
C 1.2820 -0.4566 -0.9565 -0.501 -1.915 -3.414
C -2.8899 -1.1779 0.3935 -0.597 -0.188 -2.554
C -2.9683 -0.3216 -0.9677 -0.414 -0.788 2.838
N 0.5430 -0.4389 0.3202 -2.438 -0.481 -2.429
O -1.9883 -0.3445 1.1644 -1.190 -1.080 1.551
O -1.5927 0.0680 -1.1638 0.741 0.048 -0.058
P -0.9183 0.2814 0.2602 1.013 1.215 -0.225
S -0.9824 2.3028 0.8519 0.011 -1.058 -0.285
H 3.5340 0.4559 1.1071 0.706 -0.319 0.518
H 2.2937 1.6326 1.1238 -0.494 1.087 1.078
H 1.9995 1.5307 -1.0635 -0.799 2.394 -0.799
H 3.2879 0.4223 -1.2185 0.462 -0.084 -0.222
H 2.1339 -1.4011 1.2562 -1.269 1.136 0.358
H 1.1510 -0.2473 2.2548 -0.654 0.108 2.022
H 0.5699 -0.3895 -1.9221 1.484 0.787 2.339
H 1.6046 -1.5741 -1.2207 0.102 2.316 1.294
H -3.8930 -1.3599 0.8189 0.763 0.696 0.379
H -2.4500 -2.1669 0.1841 0.146 0.446 0.289
H -3.3910 -0.8535 -1.8028 0.298 -0.062 -0.383
H -3.5471 0.5558 -0.6815 -0.086 0.163 -0.540
H -0.2232 2.6018 -0.2107 0.198 0.202 -0.045
```
Forces are in eV/Å.

## Properties
highest occupied orbital energy	-13.83	eV
total charge	+1
Kohn-Sham gap	10.9	eV